Density functional theory data (the ωB97M-V functional and the def2-TZVPD basis) for an isolated molecule of C5H8O2.

Positions of all 15 atoms, in Å:
1 H 1.816 1.194 -0.237
2 O -0.197 -1.263 -1.043
3 C -0.180 0.276 0.231
4 C 1.240 -0.690 -1.159
5 H -0.227 0.243 2.388
6 H -1.666 1.748 0.395
7 H -1.080 1.463 -1.271
8 C 0.106 -0.381 1.541
9 C -1.343 0.986 -0.324
10 O 1.510 -0.323 1.285
11 H -0.075 -2.195 -0.813
12 C 1.257 0.276 -0.043
13 H -2.171 0.291 -0.494
14 H 1.269 -0.222 -2.150
15 H -0.262 -1.404 1.693

## Properties
- LUMO (alpha / beta) (eV) = -0.1 / -0.1
- frontier orbital gap (alpha / beta) (eV) = 6.741 / 6.742
- total energy (Ha) = -345.5720
- HOMO (alpha / beta) (eV) = -6.88 / -6.88
- charge = 0
- strongest force on any atom (eV/Å) = 0.3

Löwdin population analysis, charges in e, atoms 1 to 8: atom 1 (H): 0.162, atom 2 (O): -0.143, atom 3 (C): -0.157, atom 4 (C): -0.067, atom 5 (H): 0.138, atom 6 (H): 0.104, atom 7 (H): 0.100, atom 8 (C): -0.127

---

Density functional theory data (the ωB97M-V functional and the def2-TZVPD basis) for a cluster of 2 separate species, C3H4S2 in total.

Positions of all 9 atoms, in Å:
1 S 1.700 1.253 -0.494
2 H -1.380 -0.981 -0.969
3 C 1.420 0.143 0.946
4 C -1.578 -0.010 -0.559
5 S 1.556 -1.572 0.191
6 H 1.317 0.575 1.873
7 C 0.558 -0.112 -0.124
8 H -2.074 -0.145 0.369
9 H -1.520 0.848 -1.231

## Properties
- LUMO (alpha / beta) (eV) = -0.2 / -0.2
- frontier orbital gap (alpha / beta) (eV) = 8.517 / 8.516
- total energy (Ha) = -912.8982
- HOMO (alpha / beta) (eV) = -8.69 / -8.69
- charge = 0
- strongest force on any atom (eV/Å) = 5.2

Löwdin population analysis, charges in e, atoms 1 to 8: atom 1 (S): 0.731, atom 2 (H): 0.001, atom 3 (C): -0.763, atom 4 (C): 0.123, atom 5 (S): 0.757, atom 6 (H): 0.042, atom 7 (C): -0.946, atom 8 (H): 0.017

---

Question: Which of these has the highest strongest force on any atom?
Answer: C3H4S2